1.
Formula: C3H9Cl2PSi
Source: the OMol25 dataset
Level of theory: wB97M-V/def2-TZVPD

XYZ file:
```
16
Properties=species:S:1:pos:R:3:mulliken_charge:R:1
C 0.54675 -1.54289 0.84813 -1.0409
C -0.33110 -0.24812 -1.80103 -1.2551
C -0.43155 1.62299 0.93878 -1.0053
Si -0.32197 -0.06443 0.05410 0.2438
P -3.68626 -1.27161 0.99487 0.1449
Cl -3.63289 -2.61935 -0.43022 -0.1704
Cl -2.88378 -2.49598 2.47285 -0.2377
H 0.06380 -1.83056 1.82281 0.2467
H 0.69537 -2.34446 0.18843 0.3825
H 1.58630 -1.40343 0.99836 0.4383
H 0.17311 -1.02927 -2.27035 0.4486
H -1.31585 -0.21293 -2.36483 0.3391
H 0.16746 0.47328 -2.34064 0.4688
H -1.08455 2.28803 0.36235 0.2899
H -0.84526 1.43502 1.95104 0.3038
H 0.48561 2.06162 1.13894 0.4031
```

The frontier orbital gap (spin up / spin down) is 7.3 / 5.7 eV. The spin multiplicity is 1.

2.
Formula: C3H9Cl3Si2
Source: the OMol25 dataset
Level of theory: wB97M-V/def2-TZVPD

XYZ file:
```
17
Properties=species:S:1:pos:R:3:mulliken_charge:R:1
C -1.94947 -0.45990 1.52500 -0.8372
C -1.51543 -0.18509 0.29201 0.5892
C -1.03525 -1.34166 -0.44991 -1.0378
Si -1.18474 1.52378 -0.45719 0.5436
Cl 0.35116 2.51610 0.55744 -0.2542
H -2.03640 0.40114 2.14091 0.2399
H -2.14593 -1.47688 1.86078 0.2712
H -1.62225 -2.23931 0.01333 0.3143
H -1.15815 -1.28202 -1.59886 0.3098
H 0.10587 -1.66233 -0.15243 0.1253
H -0.87689 1.37785 -2.04202 -0.0865
H -2.33762 2.33217 -0.24146 -0.1763
Cl 2.23654 -0.35969 1.51079 -0.2162
Si 3.04902 0.10964 -0.34106 0.6734
Cl 5.04159 0.10481 -0.64611 -0.2133
H 2.54701 -0.82849 -1.21981 -0.1332
H 2.53095 1.46988 -0.75142 -0.1121
```

The SMILES is C=C(C)[SiH2]Cl.Cl[SiH2]Cl. The frontier orbital gap is 10.2 eV. The spin multiplicity is 1.

3.
Formula: C3H9ClNO
Source: the OMol25 dataset
Level of theory: wB97M-V/def2-TZVPD

XYZ file:
```
15
Properties=species:S:1:pos:R:3:mulliken_charge:R:1
C 0.79043 -2.02569 1.79304 -0.6979
C -1.10517 1.29280 -0.58924 -0.6220
C 1.75562 -0.87806 0.09310 -0.0948
N -0.60277 1.23323 -1.96718 -0.1436
O 0.77047 -1.62100 0.41207 -0.2392
Cl 1.95329 -0.42611 -1.50991 -0.2006
H 0.14012 -2.94432 1.71086 0.2468
H 0.26860 -1.24030 2.53418 0.2576
H 1.69769 -2.32345 2.16303 0.4126
H -1.47639 0.36728 -0.21447 0.3800
H -0.79251 2.19283 -0.06166 0.3724
H 2.55958 -1.00761 0.72054 0.4027
H -0.69718 2.05714 -2.57406 0.3672
H -1.08165 0.42028 -2.28309 0.3524
H 0.39149 1.21632 -1.85376 0.2062
```

The frontier orbital gap (spin up / spin down) is 11.0 / 5.5 eV. The spin multiplicity is 1. Its net charge is +1.

4.
Formula: C3H9FNaO4P
Source: the OMol25 dataset
Level of theory: wB97M-V/def2-TZVPD

XYZ file:
```
19
Properties=species:S:1:pos:R:3:mulliken_charge:R:1
Na 24.65529 -3.87894 8.40628 0.8634
F 26.40038 -3.01634 9.59662 -0.8865
C 25.29785 -6.26998 10.70335 -0.7302
O 23.92136 -6.38685 11.03614 -0.3063
P 23.03129 -5.09697 11.32447 1.1966
O 22.90302 -4.22236 10.13164 -0.7449
O 23.81081 -4.51562 12.59539 -0.2612
C 23.46717 -3.23168 13.08014 -0.7606
O 21.74191 -5.80999 11.89874 -0.2912
C 20.61053 -6.20181 11.13036 -0.6852
H 25.63881 -5.25200 10.45924 0.3595
H 25.56743 -6.93063 9.88351 0.2397
H 25.88530 -6.46868 11.60419 0.2337
H 23.07690 -2.53204 12.33458 0.3274
H 24.35606 -2.70701 13.43193 0.2869
H 22.74995 -3.23158 13.90198 0.2990
H 19.78946 -5.54338 11.42805 0.2715
H 20.36643 -7.22451 11.41015 0.2735
H 20.68161 -6.11666 10.04578 0.3150
```

The frontier orbital gap is 8.2 eV. The spin multiplicity is 1.

5.
Formula: C3H9IN3
Source: the OMol25 dataset
Level of theory: wB97M-V/def2-TZVPD

XYZ file:
```
16
Properties=species:S:1:pos:R:3:mulliken_charge:R:1
C -1.20043 -1.20943 -1.06208 -1.2410
C 0.00520 -0.37553 -1.01681 -0.1469
C 1.86709 0.38027 0.44104 -0.7406
N -2.47527 1.76800 1.93766 -0.3073
N -1.87753 0.93394 1.59949 0.2878
N 0.64945 -0.43515 0.27996 -0.2136
I 1.24484 2.34082 1.19874 0.3208
H -1.16095 -2.24250 -0.62641 0.3443
H -2.23403 -0.92451 -0.70449 0.3002
H -1.42310 -1.64139 -2.03687 0.3873
H -0.12154 0.68083 -1.29141 0.2667
H 0.70953 -0.84731 -1.69785 0.3652
H 2.31258 0.48683 -0.49047 0.4202
H 2.50756 2.71110 1.96343 0.2108
H 1.13313 -1.36925 0.32129 0.3861
H 0.06347 -0.25672 1.18479 0.3603
```

The frontier orbital gap is 8.4 eV. The spin multiplicity is 1. Its net charge is +1.

6.
Formula: C3H9INOS
Source: the OMol25 dataset
Level of theory: wB97M-V/def2-TZVPD

XYZ file:
```
16
Properties=species:S:1:pos:R:3:mulliken_charge:R:1
C -0.97074 -0.04025 1.33274 -0.9764
C -0.53627 0.87183 -1.04088 -0.9010
C -0.02992 -1.32864 -0.39051 -0.8798
N -0.11544 0.02849 0.15145 0.0209
O 1.72317 2.06438 0.65832 -0.2572
S 1.62002 0.67993 0.94852 0.4288
I 4.00600 -0.52092 -0.53144 0.1267
H -1.89321 -0.58603 1.02989 0.3806
H -0.59871 -0.50338 2.21211 0.3694
H -1.15754 0.97905 1.51976 0.4644
H -1.57464 0.69464 -1.25378 0.4088
H -0.46083 1.92030 -0.80442 0.3566
H 0.03694 0.68950 -1.88243 0.4315
H 0.70214 -1.14417 -1.30383 0.3451
H 0.25154 -2.10626 0.27336 0.3258
H -1.00250 -1.69848 -0.91885 0.3558
```

The frontier orbital gap (spin up / spin down) is 7.3 / 6.9 eV. The spin multiplicity is 1. Its net charge is +1.

7.
Formula: C3H9ISi
Source: the OMol25 dataset
Level of theory: wB97M-V/def2-TZVPD

XYZ file:
```
14
Properties=species:S:1:pos:R:3:mulliken_charge:R:1
C 0.75553 -0.19862 -1.93808 -0.8895
Si -0.18805 0.97487 -0.77715 0.4617
C -0.29252 0.50990 1.19166 -0.7714
C -0.21387 -0.95927 1.41355 -1.1091
I -0.79757 -1.51101 3.55232 -0.0898
H 0.27506 -1.30399 -1.72153 0.2003
H 0.56954 -0.02545 -3.03041 0.3097
H 1.83212 -0.21466 -1.83566 0.3164
H -1.61107 1.21036 -1.20694 -0.1109
H 0.48383 2.13504 -0.61145 -0.1743
H 0.40146 1.11750 1.69874 0.4673
H -1.22263 0.93444 1.36096 0.4248
H -0.77995 -1.41131 0.67556 0.5083
H 0.78812 -1.25780 1.22844 0.4565
```

The SMILES is C[SiH2]CCI. The frontier orbital gap is 9.5 eV. The spin multiplicity is 1.

8.
Formula: C3H9KN
Source: the OMol25 dataset
Level of theory: wB97M-V/def2-TZVPD

XYZ file:
```
14
Properties=species:S:1:pos:R:3:mulliken_charge:R:1
N 1.74100 0.47090 0.07353 -0.2075
C 2.94184 0.61633 -0.73441 -0.8705
C 0.56957 0.39360 -0.78538 -0.8708
C 1.83571 -0.72585 0.89498 -0.8705
H 2.87010 1.53721 -1.33728 0.3038
H 3.08868 -0.23917 -1.41498 0.3328
H 3.82184 0.69573 -0.07418 0.3038
H 0.61357 -0.47155 -1.46816 0.3327
H -0.33714 0.30525 -0.16354 0.3039
H 0.49433 1.31415 -1.38832 0.3038
H 1.93460 -1.63953 0.28504 0.3327
H 2.71407 -0.64843 1.55761 0.3038
H 0.93087 -0.81585 1.51930 0.3038
K 1.19497 5.43544 3.79234 0.9984
```

The frontier orbital gap is 6.2 eV. The spin multiplicity is 1. Its net charge is +1.

9.
Formula: C3H9N
Source: the OMol25 dataset
Level of theory: wB97M-V/def2-TZVPD

XYZ file:
```
13
Properties=species:S:1:pos:R:3:mulliken_charge:R:1
C -1.03398 -1.13856 0.24062 -0.9170
C -0.71205 0.35940 0.59232 -0.4907
N 0.77001 0.63968 0.50990 -0.3718
C 1.24955 0.71531 -0.84422 -0.7341
H -2.11796 -1.27449 0.48499 0.3162
H -1.05944 -1.12945 -0.88892 0.2728
H -0.46644 -1.92809 0.78034 0.2723
H -1.12833 0.99886 -0.10969 0.3277
H -1.07462 0.56220 1.63431 0.2883
H 1.34687 0.02885 1.14859 0.2474
H 1.12547 -0.30832 -1.40518 0.2493
H 0.76917 1.60226 -1.37563 0.2209
H 2.33173 0.87235 -0.76741 0.3186
```

The SMILES is CCNC. The frontier orbital gap is 9.6 eV. The spin multiplicity is 1.

10.
Formula: C3H9N
Source: the OMol25 dataset
Level of theory: wB97M-V/def2-TZVPD

XYZ file:
```
13
Properties=species:S:1:pos:R:3:mulliken_charge:R:1
C -1.03498 -0.13786 2.44966 -0.6769
C 0.26957 -0.34955 2.33923 -0.0361
C 0.92671 -1.21220 3.39393 -0.9160
H -1.71522 0.40080 1.72252 0.2307
H -1.67517 -0.64202 3.20401 0.2118
H 0.76971 -0.06976 1.48567 0.3852
H 1.93097 -1.56212 3.04575 0.2944
H 0.78610 -0.65590 4.36149 0.2572
H 0.48798 -2.31149 3.49610 0.2498
N -0.09427 1.56182 -6.68592 -0.6095
H -0.11176 0.77881 -7.27217 0.2110
H 0.10918 1.30700 -5.75750 0.2040
H -0.88975 2.01958 -6.58140 0.1946
```

The SMILES is C=CC.N. The frontier orbital gap is 10.8 eV. The spin multiplicity is 1.